(A)
# C3H5NS2

The molecule C3H5NS2 (ωB97M-V/def2-TZVPD, the OMol25 dataset).

```
! wB97M-V def2-TZVPD RIJCOSX def2/J DEFGRID3
* xyz 0 1
N 0.775 1.451 -0.069
C 1.037 0.122 -0.394
S 2.416 -0.710 -0.456
C -0.210 -0.713 -0.436
C -1.261 -0.681 0.685
S -1.922 -0.182 -0.829
H -0.013 1.952 -0.384
H 1.591 2.142 -0.200
H 0.133 -1.781 -0.515
H -1.159 0.096 1.464
H -1.386 -1.696 1.135
*
```

Its HOMO energy is -8.747 eV. For the orbital gap, the calculation gives 8.91 eV.

=====

(B)
# C3H5NS2

The molecule C3H5NS2 (ωB97M-V/def2-TZVPD, the OMol25 dataset).

```
! wB97M-V def2-TZVPD RIJCOSX def2/J DEFGRID3
* xyz 0 1
C 0.353 -0.041 0.519
C 0.081 -0.952 -0.444
C -0.111 1.197 0.593
N -0.997 -0.721 -1.248
S -2.853 0.467 0.821
S -2.518 -0.194 -0.960
H 1.070 -0.378 1.398
H 0.777 -1.707 -0.558
H 0.226 1.774 1.402
H -0.657 1.796 -0.099
H -0.945 -1.374 -1.966
*
```

Its HOMO energy (alpha / beta) is -7.232 / -7.335 eV. For the orbital gap (alpha / beta), the calculation gives 6.55 / 6.81 eV.

=====

Which structure is most stable, and how do the rest compare? From most to least stable: (A), (B).

=====

(A)
# C4H6N3O2P

The molecule C4H6N3O2P (ωB97M-V/def2-TZVPD, the OMol25 dataset).

```
! wB97M-V def2-TZVPD RIJCOSX def2/J DEFGRID3
* xyz 0 1
N -3.776 0.604 0.165
C -2.638 0.701 0.268
C -1.219 0.782 0.607
C -0.280 0.314 -0.546
C -0.890 -0.669 -1.424
N -1.355 -1.413 -2.162
P 1.372 -0.302 0.068
N 1.837 -1.552 -0.707
O 1.297 -0.386 1.663
O 2.298 0.987 -0.078
H -1.002 1.827 0.824
H -1.039 0.194 1.502
H -0.041 1.179 -1.171
H 2.072 -2.326 -0.095
H 0.872 -1.207 1.950
H 2.438 1.194 -1.013
*
```

Its HOMO energy is -9.972 eV. For the orbital gap, the calculation gives 9.88 eV.

=====

(B)
# C4H6N3O2P

A structure of composition C4H6N3O2P (ωB97M-V/def2-TZVPD, the OMol25 dataset).

```
! wB97M-V def2-TZVPD RIJCOSX def2/J DEFGRID3
* xyz 0 1
C 2.718 1.528 0.526
C 0.932 -2.567 0.248
C -2.012 -0.352 0.400
C -1.319 0.599 -0.666
N 2.878 2.058 1.534
N 0.342 -3.536 0.206
N 0.064 1.006 -0.434
O 2.617 0.898 -0.629
O 1.637 -1.591 0.320
P 1.274 0.087 -1.119
H -1.316 -0.623 1.128
H -2.801 0.204 0.854
H -2.418 -1.188 -0.095
H -1.159 0.227 -1.700
H -1.839 1.460 -0.668
H 0.402 1.791 0.095
*
```

Its HOMO energy is -9.521 eV. For the orbital gap, the calculation gives 8.42 eV.

=====

Which structure is most stable, and how do the rest compare? From most to least stable: (A), (B).

=====

(A)
# C3H8NS

The ion C3H8NS with charge -1 (ωB97M-V/def2-TZVPD, the OMol25 dataset).

```
! wB97M-V def2-TZVPD RIJCOSX def2/J DEFGRID3
* xyz -1 1
N 0.297 0.489 2.554
C 0.384 0.454 1.136
C -0.251 -0.878 0.653
C -0.852 -0.654 -0.775
S 0.219 0.244 -1.974
H 0.929 1.373 2.888
H -0.578 0.675 2.968
H 0.022 1.473 0.659
H 1.423 0.478 0.971
H 0.654 -1.540 0.683
H -1.033 -1.155 1.281
H -1.860 -0.319 -0.751
H -0.822 -1.846 -1.079
*
```

Its HOMO energy is -2.104 eV. For the orbital gap, the calculation gives 6.21 eV.

=====

(B)
# C3H8NS

A cluster of 2 separate species, C3H8NS in total (ωB97M-V/def2-TZVPD, the OMol25 dataset).

```
! wB97M-V def2-TZVPD RIJCOSX def2/J DEFGRID3
* xyz -1 1
C 1.505 1.794 -0.767
S 2.759 0.925 0.179
H 1.818 2.063 -1.840
H 0.645 1.145 -0.979
H 1.091 2.751 -0.407
C -2.170 -1.474 0.330
C -0.911 -1.011 0.049
N 0.143 -0.939 0.915
H -2.435 -1.656 1.423
H -2.869 -1.672 -0.473
H -0.603 -0.801 -0.974
H 0.004 -0.853 1.893
H 1.023 -0.271 0.652
*
```

Its HOMO energy is -2.781 eV. For the orbital gap, the calculation gives 6.86 eV.

=====

(C)
# C3H8NS

A cluster of 2 separate species, C3H8NS in total (ωB97M-V/def2-TZVPD, the OMol25 dataset).

```
! wB97M-V def2-TZVPD RIJCOSX def2/J DEFGRID3
* xyz -1 1
C -1.954 0.563 -1.899
S -1.408 -1.047 -0.985
H -3.000 0.538 -1.558
H -1.821 0.547 -3.049
H -1.393 1.430 -1.323
C 1.234 0.127 2.455
C 1.913 0.644 0.168
N 2.179 0.784 1.447
H 1.855 -0.634 3.006
H 0.542 0.658 3.146
H 0.370 -0.440 1.818
H 2.622 0.878 -0.649
H 0.943 0.283 -0.099
*
```

Its HOMO energy is -2.341 eV. For the orbital gap, the calculation gives 6.43 eV.

=====

(D)
# C3H8NS

The ion C3H8NS with charge -1 (ωB97M-V/def2-TZVPD, the OMol25 dataset).

```
! wB97M-V def2-TZVPD RIJCOSX def2/J DEFGRID3
* xyz -1 1
N -1.273 -2.280 0.685
C -0.943 -0.852 0.290
C 0.565 -0.831 -0.021
C 1.097 0.434 -0.722
S 0.315 1.950 -0.103
H -2.211 -2.177 1.060
H -1.336 -2.781 -0.191
H -1.406 -0.511 -0.637
H -1.160 -0.232 1.147
H 1.118 -0.927 0.916
H 0.785 -1.705 -0.652
H 1.090 0.248 -1.808
H 2.165 0.563 -0.508
*
```

Its HOMO energy is -2.142 eV. For the orbital gap, the calculation gives 6.28 eV.

=====

Which structure is most stable, and how do the rest compare? From most to least stable: (D), (B), (A), (C).

=====

(A)
# C6H10N5

The ion C6H10N5 with charge +1 (ωB97M-V/def2-TZVPD, the OMol25 dataset).

```
! wB97M-V def2-TZVPD RIJCOSX def2/J DEFGRID3
* xyz 1 1
C 3.418 -0.785 0.094
N 2.260 0.088 0.094
C 2.082 1.425 0.161
N 0.837 1.766 0.073
N 0.164 0.637 -0.025
C -1.250 0.180 -0.240
C -2.577 0.913 -0.356
N -3.584 0.231 0.484
N -1.115 -1.126 -0.231
C 0.182 -1.558 -0.058
C 0.979 -0.407 0.048
H 4.300 -0.254 0.270
H 3.147 -1.512 0.832
H 3.385 -1.163 -0.931
H 2.885 2.141 0.041
H -2.481 1.913 -0.006
H -3.012 0.741 -1.447
H -3.453 0.623 1.384
H -4.516 0.381 0.256
H -1.990 -1.645 -0.384
H 0.339 -2.590 -0.060
*
```

Its HOMO energy is -12.381 eV. For the orbital gap, the calculation gives 9.23 eV.

=====

(B)
# C6H10N5

A cluster of 2 separate species, C6H10N5 in total (ωB97M-V/def2-TZVPD, the OMol25 dataset).

```
! wB97M-V def2-TZVPD RIJCOSX def2/J DEFGRID3
* xyz 1 1
C -1.754 -1.414 -0.308
C -2.098 -0.083 0.036
C -0.891 0.557 -0.077
C -0.149 1.754 0.034
C 1.096 1.500 -0.443
C 1.956 -0.572 1.397
N -0.520 -1.558 -0.706
N 0.018 -0.344 -0.551
N -3.295 0.359 0.411
N 2.190 -0.555 -1.359
N 1.320 0.132 -0.611
H -2.446 -2.228 -0.354
H -0.575 2.689 0.556
H 1.865 2.243 -0.275
H 2.780 -0.062 1.836
H 0.982 -0.672 1.707
H 2.364 -1.491 0.960
H -4.012 -0.295 0.730
H -3.404 1.282 0.725
H 1.708 -1.327 -1.844
H 2.865 0.085 -1.865
*
```

Its HOMO energy (alpha / beta) is -11.625 / -11.794 eV. For the orbital gap (alpha / beta), the calculation gives 5.91 / 7.71 eV.

=====

Which structure is most stable, and how do the rest compare? From most to least stable: (A), (B).

=====

(A)
# O2

The molecule O2 (ωB97M-V/def2-TZVPD, the OMol25 dataset).

```
! wB97M-V def2-TZVPD RIJCOSX def2/J DEFGRID3
* xyz 0 1
O -0.625 0.192 0.345
O 0.625 -0.192 -0.345
*
```

Its HOMO energy is -11.779 eV. For the orbital gap, the calculation gives 7.69 eV.

=====

(B)
# O2

The molecule O2 (ωB97M-V/def2-TZVPD, the OMol25 dataset).

```
! wB97M-V def2-TZVPD RIJCOSX def2/J DEFGRID3
* xyz 0 1
O -0.297 0.087 0.731
O 0.297 -0.087 -0.731
*
```

Its HOMO energy is -12.218 eV. For the orbital gap, the calculation gives 7.60 eV.

=====

(C)
# O2

The molecule O2 (ωB97M-V/def2-TZVPD, the OMol25 dataset).

```
! wB97M-V def2-TZVPD RIJCOSX def2/J DEFGRID3
* xyz 0 1
O 0.000 0.000 0.609
O 0.000 0.000 -0.609
*
```

Its HOMO energy is -10.114 eV. For the orbital gap, the calculation gives 7.87 eV.

=====

Which structure is most stable, and how do the rest compare? From most to least stable: (C), (A), (B).

=====

(A)
# C3H7N2S

A structure of composition C3H7N2S (ωB97M-V/def2-TZVPD, the OMol25 dataset).

```
! wB97M-V def2-TZVPD RIJCOSX def2/J DEFGRID3
* xyz 1 1
C 1.005 0.433 -0.069
C 0.590 1.821 0.271
C -2.212 -1.071 0.181
N 1.358 -1.556 -0.466
N 0.380 -0.608 -0.569
S 2.588 -0.379 -0.057
H 1.268 2.589 -0.008
H -0.364 2.055 -0.168
H 0.220 1.954 1.260
H -2.786 -0.579 -0.570
H -1.604 -2.008 0.116
H -2.037 -0.389 1.107
H 1.595 -2.263 -1.027
*
```

Its HOMO energy (alpha / beta) is -13.595 / -13.614 eV. For the orbital gap (alpha / beta), the calculation gives 5.84 / 6.08 eV.

=====

(B)
# C3H7N2S

A structure of composition C3H7N2S (ωB97M-V/def2-TZVPD, the OMol25 dataset).

```
! wB97M-V def2-TZVPD RIJCOSX def2/J DEFGRID3
* xyz 1 1
C -1.562 0.805 0.317
C -2.557 -0.280 0.135
C 2.691 -0.523 -0.202
N -0.519 0.116 0.188
N 1.876 0.455 -0.209
S -1.157 -1.434 0.029
H -1.646 1.841 0.254
H -3.110 -0.128 -0.903
H 2.363 -1.574 -0.061
H 3.796 -0.405 -0.043
H 0.667 0.406 0.137
H -3.368 -0.532 0.883
H 2.526 1.254 -0.525
*
```

Its HOMO energy is -13.672 eV. For the orbital gap, the calculation gives 9.69 eV.

=====

(C)
# C3H7N2S

The ion C3H7N2S with charge +1 (ωB97M-V/def2-TZVPD, the OMol25 dataset).

```
! wB97M-V def2-TZVPD RIJCOSX def2/J DEFGRID3
* xyz 1 1
S 2.297 -0.177 -0.345
C 0.686 0.022 0.596
C -0.248 1.075 -0.008
N -1.294 0.325 -0.709
C -1.104 -0.967 -0.543
N -0.044 -1.260 0.162
H 2.722 0.460 0.776
H 0.844 0.043 1.645
H -0.801 1.578 0.800
H 0.310 1.659 -0.834
H -2.052 0.984 -0.785
H -1.860 -1.689 -0.748
H 0.543 -2.052 -0.008
*
```

Its HOMO energy is -13.865 eV. For the orbital gap, the calculation gives 9.85 eV.

=====

(D)
# C3H7N2S

The ion C3H7N2S with charge +1 (ωB97M-V/def2-TZVPD, the OMol25 dataset).

```
! wB97M-V def2-TZVPD RIJCOSX def2/J DEFGRID3
* xyz 1 1
C 0.036 0.670 -0.023
C -1.351 0.618 -0.003
C 2.233 -0.642 -0.002
N 0.921 -0.408 -0.016
N -2.171 -0.434 -0.004
S 3.800 0.144 0.001
H 0.487 1.649 -0.040
H 3.411 1.428 0.025
H -1.835 1.584 0.028
H 2.457 -1.705 0.004
H 0.406 -1.288 0.016
H -3.165 -0.275 0.035
H -1.868 -1.392 -0.064
*
```

Its HOMO energy (alpha / beta) is -12.424 / -12.424 eV. For the orbital gap (alpha / beta), the calculation gives 7.82 / 7.82 eV.

=====

Which structure is most stable, and how do the rest compare? From most to least stable: (C), (D), (B), (A).